1.
C51H43InN6O4P2S | wB97M-V/def2-TZVPD

Last column: Mulliken charge in e.
Atoms and positions in Å:
In: -0.389 -0.076 -0.263  1.942
C: 2.834 -1.011 -1.460  -0.882
P: 1.297 -0.714 -2.411  1.734
C: 1.094 -2.150 -3.519  0.411
C: -0.192 -2.627 -3.768  -0.027
C: -0.389 -3.685 -4.648  -0.709
C: 0.697 -4.271 -5.278  -0.585
C: 1.981 -3.793 -5.040  -0.745
C: 2.180 -2.736 -4.167  -0.959
C: 1.645 0.630 -3.594  0.483
C: 0.594 0.987 -4.443  -0.776
C: 0.722 2.061 -5.307  -0.615
C: 1.900 2.802 -5.327  -0.542
C: 2.954 2.444 -4.500  -0.797
C: 2.830 1.358 -3.639  -0.428
C: 2.467 -1.483 -0.080  -0.029
C: 3.150 -2.321 0.770  -1.262
C: 2.471 -2.280 2.019  -0.905
C: 1.406 -1.423 1.868  0.087
C: 0.347 -0.991 2.842  -0.989
P: -1.331 -1.313 2.115  1.013
C: -1.743 -2.949 2.813  0.733
C: -3.002 -3.204 3.354  -0.668
C: -3.288 -4.453 3.889  -0.763
C: -2.324 -5.450 3.889  -0.589
C: -1.072 -5.204 3.341  -0.747
C: -0.785 -3.965 2.789  -0.328
C: -2.474 -0.182 2.959  0.313
C: -2.252 0.254 4.262  -0.605
C: -3.121 1.159 4.849  -0.880
C: -4.227 1.620 4.144  -0.497
C: -4.466 1.169 2.855  -1.095
C: -3.589 0.273 2.261  0.313
N: 1.398 -0.929 0.583  0.291
H: 3.378 -0.066 -1.390  0.472
H: 3.482 -1.732 -1.954  0.393
H: -1.034 -2.166 -3.268  0.335
H: -1.391 -4.051 -4.832  0.452
H: 0.548 -5.101 -5.958  0.406
H: 2.829 -4.242 -5.542  0.408
H: 3.182 -2.357 -4.010  0.367
H: -0.336 0.431 -4.407  0.401
H: -0.102 2.336 -5.954  0.452
H: 1.996 3.651 -5.991  0.428
H: 3.877 3.011 -4.522  0.440
H: 3.662 1.094 -2.998  0.358
H: 4.044 -2.877 0.531  0.496
H: 2.738 -2.813 2.921  0.529
H: 0.413 0.083 3.024  0.519
H: 0.456 -1.514 3.790  0.555
H: -3.758 -2.429 3.355  0.311
H: -4.268 -4.643 4.308  0.429
H: -2.547 -6.422 4.313  0.384
H: -0.319 -5.983 3.333  0.448
H: 0.192 -3.777 2.357  0.237
H: -1.392 -0.100 4.817  0.403
H: -2.935 1.508 5.858  0.423
H: -4.905 2.325 4.608  0.437
H: -5.331 1.518 2.306  0.483
H: -3.778 -0.077 1.250  0.279
C: -4.216 6.167 2.503  -1.526
C: -3.241 6.422 1.381  0.775
C: -2.074 5.679 1.257  -0.899
C: -1.176 5.892 0.218  -0.243
C: -1.449 6.860 -0.737  0.269
N: -0.603 7.135 -1.840  0.009
C: 0.487 6.478 -2.336  0.244
O: 1.378 7.067 -2.922  -0.700
N: 0.587 5.117 -2.092  0.054
C: -0.401 4.128 -2.093  -0.904
C: -1.745 4.341 -2.395  -0.286
C: -2.620 3.271 -2.354  -1.638
C: -2.149 2.013 -2.032  -0.428
N: -0.856 1.807 -1.765  0.683
C: -0.012 2.834 -1.788  0.282
C: -2.615 7.615 -0.627  -0.561
C: -3.490 7.403 0.423  -0.659
H: -3.760 5.560 3.285  0.359
H: -5.099 5.635 2.141  0.288
H: -4.556 7.102 2.950  0.414
H: -1.845 4.903 1.981  0.412
H: -0.274 5.293 0.173  0.659
H: -0.626 8.085 -2.175  0.257
H: 1.526 4.797 -2.270  0.239
H: -2.098 5.325 -2.662  0.682
H: -3.669 3.411 -2.576  0.498
H: -2.794 1.143 -1.993  0.588
H: 1.027 2.624 -1.555  0.381
H: -2.835 8.371 -1.375  0.395
H: -4.390 8.005 0.491  0.378
N: -0.453 2.622 1.705  -0.699
C: -0.549 1.669 1.055  -0.264
O: -5.215 -2.661 1.217  -0.592
S: -4.812 -2.885 -0.142  1.280
O: -5.795 -3.286 -1.103  -0.758
N: -3.986 -1.564 -0.688  -0.588
C: -2.749 -1.862 -0.936  -0.539
O: -1.893 -1.007 -1.406  -0.219
C: -2.348 -3.274 -0.667  0.746
C: -1.109 -3.870 -0.821  0.835
C: -0.995 -5.223 -0.525  -1.465
C: -2.094 -5.948 -0.072  -0.645
C: -3.333 -5.341 0.102  -0.631
C: -3.427 -4.000 -0.204  -0.077
H: -0.252 -3.302 -1.161  0.504
H: -0.035 -5.714 -0.633  0.439
H: -1.980 -7.000 0.159  0.421
H: -4.189 -5.895 0.468  0.490

Calculated values
- E_LUMO (eV) = -0.02
- DFT total energy (Eh) = -3869.8781
- HOMO energy (eV) = -7.698
- net charge = 0
- energy above the lowest of the compared OMol25 structures with the same formula, charge and spin (kcal/mol) = 0.00
- frontier orbital gap (eV) = 7.679


2.
C5H8O | wB97M-V/def2-TZVPD

Last column: Mulliken charge in e.
Atoms and positions in Å:
O: 2.016 0.215 -0.575  -0.502
C: 0.674 0.627 -0.694  0.303
C: -0.641 -0.157 -1.182  -0.764
C: -1.252 -0.028 0.222  -0.313
C: -0.358 -0.870 1.056  -0.534
C: 0.166 0.498 0.683  -0.436
H: 2.123 0.441 0.420  0.284
H: 0.607 1.643 -1.129  0.223
H: -0.451 -1.195 -1.474  0.260
H: -1.163 0.393 -1.965  0.304
H: -2.281 0.268 0.453  0.390
H: 0.055 -1.807 0.676  0.186
H: -0.584 -0.873 2.120  0.267
H: 1.051 0.912 1.389  0.330

Calculated values
- E_LUMO (eV) = 0.96
- DFT total energy (Eh) = -270.4169
- HOMO energy (eV) = -9.640
- net charge = 0
- energy above the lowest of the compared OMol25 structures with the same formula, charge and spin (kcal/mol) = 88.49
- frontier orbital gap (eV) = 10.604


3.
C12H23F3InNO2P2 | wB97M-V/def2-TZVPD

Last column: Mulliken charge in e.
Atoms and positions in Å:
In: 0.091 -0.229 1.405  1.187
P: -2.397 0.024 0.698  0.578
C: -2.266 0.495 -1.098  -1.045
C: -0.890 1.092 -1.432  0.501
N: 0.211 0.829 -0.711  0.124
C: 1.447 1.246 -1.085  0.620
C: 1.643 1.964 -2.262  -0.872
C: 0.538 2.220 -3.063  -0.584
C: -0.724 1.786 -2.632  -0.866
C: 2.685 0.908 -0.226  -1.316
P: 2.531 -0.593 0.781  0.425
H: -1.597 1.937 -3.261  0.504
H: 2.663 2.293 -2.486  0.527
H: 0.664 2.823 -3.967  0.436
H: 3.574 0.726 -0.860  0.691
H: 2.919 1.725 0.485  0.421
H: -2.450 -0.367 -1.739  0.461
H: -3.004 1.251 -1.386  0.580
H: -1.171 -2.240 -1.839  0.208
O: -1.418 -2.555 -2.710  -0.625
H: -2.330 -2.950 -2.573  0.362
H: -0.515 -2.596 1.731  0.305
O: -0.210 -2.387 0.855  -0.419
H: -0.129 -3.297 0.667  0.240
C: 2.829 -1.990 -0.334  -1.189
H: 3.749 -1.801 -0.900  0.454
H: 2.941 -2.921 0.235  0.380
H: 2.012 -2.095 -1.064  0.285
C: 3.802 -0.596 2.057  -1.113
H: 3.754 -1.542 2.618  0.395
H: 4.779 -0.500 1.553  0.413
H: 3.635 0.263 2.726  0.349
C: -3.295 1.457 1.346  -1.293
H: -4.146 1.676 0.679  0.472
H: -3.628 1.206 2.368  0.419
H: -2.588 2.305 1.336  0.366
C: -3.545 -1.396 0.732  -1.130
H: -3.882 -1.555 1.766  0.421
H: -4.445 -1.266 0.113  0.420
H: -3.065 -2.334 0.418  0.288
F: 1.459 1.474 3.265  -0.209
C: 0.273 1.410 2.563  0.240
F: -0.745 1.553 3.478  -0.190
F: 0.243 2.546 1.756  -0.222

Calculated values
- E_LUMO (eV) = -7.27
- DFT total energy (Eh) = -1848.1748
- HOMO energy (eV) = -16.000
- net charge = +2
- energy above the lowest of the compared OMol25 structures with the same formula, charge and spin (kcal/mol) = 15.52
- frontier orbital gap (eV) = 8.730